Molecular formula: C2H4N5
Method: DFT, ωB97M-V/def2-TZVPD

Atoms and positions in Å:
C: -0.473 -1.410 -0.838
C: 0.200 2.430 0.196
N: 0.476 -0.793 -0.087
N: -0.642 -2.663 -0.503
N: 0.928 -1.813 0.681
N: 0.282 -2.912 0.447
N: -0.368 1.935 1.180
H: -0.085 3.296 -0.239
H: 0.857 1.983 -0.552
H: -1.026 -0.934 -1.584
H: -0.150 0.881 1.299

Values from the calculation:
- Kohn-Sham gap (eV) = 9.166
- LUMO level (eV) = 4.014
- charge = -1
- energy relative to the best compared isomer or geometry (same formula, charge and spin) (kJ/mol) = 76.6

Mulliken population analysis, charges in e, atoms 1 to 2: atom 1 (C): -0.04, atom 2 (C): -0.33